{"formula": "C4H8O3", "method": "wB97M-V/def2-TZVPD", "elements": ["C", "O", "C", "O", "C", "C", "O", "H", "H", "H", "H", "H", "H", "H", "H"], "xyz": [[-1.851, 1.750, 0.172], [-1.202, 0.479, 0.230], [0.137, 0.524, 0.334], [0.778, 1.545, 0.371], [0.727, -0.883, 0.296], [0.963, -1.246, -1.163], [1.928, -0.961, 1.016], [-1.700, 2.291, 1.108], [-2.909, 1.540, 0.026], [-1.452, 2.350, -0.649], [0.006, -1.569, 0.754], [0.035, -1.264, -1.736], [1.454, -2.220, -1.215], [1.623, -0.497, -1.615], [2.643, -0.780, 0.396]], "smiles": "COC(=O)[C@@H](C)O", "e_lumo_ev": 0.86, "homo_ha": -0.37689, "relative_energy_kcal_mol": 20.4, "charge": 0, "multiplicity": 1}